Record 1
Formula: C41H35Cl5N5P2STb
Source: the OMol25 dataset
Level of theory: ωB97M-V/def2-TZVPD

```
! wB97M-V def2-TZVPD RIJCOSX def2/J DEFGRID3
* xyz 2 7
Tb -0.048 0.194 0.185
C -1.257 -4.829 2.671
C -2.124 -3.650 2.450
N -3.381 -3.540 2.704
N -3.726 -2.294 2.283
C -2.712 -1.612 1.753
S -2.726 -0.066 1.091
N -1.671 -2.480 1.849
N -0.357 -2.168 1.505
H -1.808 -5.578 3.234
H -0.361 -4.557 3.231
H -0.956 -5.262 1.713
H -4.671 -1.966 2.403
H 0.147 -1.950 2.370
H 0.067 -2.997 1.089
Cl 0.948 -0.864 4.199
C 0.440 0.752 3.763
C 0.297 1.071 2.414
C -0.053 2.406 2.209
Cl -0.310 2.887 0.528
C -0.242 3.364 3.192
Cl -0.658 4.976 2.791
C -0.081 2.976 4.521
Cl -0.286 4.115 5.777
C 0.260 1.652 4.811
Cl 0.466 1.166 6.442
C 0.826 0.219 -3.866
N 1.718 -0.903 -3.952
C 1.849 -1.906 -2.923
P 0.449 -2.061 -1.704
C -1.037 -2.065 -2.751
C -2.098 -1.250 -2.356
C -3.251 -1.163 -3.119
C -3.342 -1.893 -4.296
C -2.280 -2.688 -4.711
C -1.126 -2.774 -3.947
C 0.706 -3.785 -1.157
C -0.157 -4.836 -1.460
C 0.141 -6.120 -1.024
C 1.284 -6.362 -0.275
C 2.133 -5.314 0.056
C 1.842 -4.029 -0.376
C 2.477 -1.090 -5.132
C 1.965 -0.712 -6.373
C 2.726 -0.875 -7.520
C 3.992 -1.436 -7.451
C 4.495 -1.833 -6.221
C 3.750 -1.654 -5.065
P 0.938 1.201 -2.269
C 0.422 2.836 -2.867
C 1.297 3.867 -3.194
C 0.791 5.050 -3.713
C -0.573 5.205 -3.910
C -1.450 4.185 -3.567
C -0.955 3.005 -3.037
C 2.731 1.228 -1.988
C 3.644 1.380 -3.030
C 5.005 1.349 -2.765
C 5.461 1.164 -1.466
C 4.561 0.999 -0.424
C 3.202 1.025 -0.690
H -0.231 -0.038 -3.997
H 1.081 0.926 -4.652
H 2.740 -1.752 -2.293
H 1.962 -2.888 -3.391
H -2.010 -0.655 -1.448
H -4.068 -0.528 -2.803
H -4.238 -1.827 -4.899
H -2.354 -3.242 -5.637
H -0.296 -3.378 -4.294
H -1.061 -4.659 -2.023
H -0.522 -6.937 -1.277
H 1.515 -7.367 0.052
H 3.020 -5.501 0.647
H 2.511 -3.209 -0.128
H 0.962 -0.310 -6.453
H 2.318 -0.573 -8.476
H 4.580 -1.573 -8.348
H 5.481 -2.272 -6.154
H 4.168 -1.946 -4.109
H 2.361 3.756 -3.034
H 1.470 5.855 -3.964
H -0.956 6.127 -4.326
H -2.515 4.312 -3.712
H -1.631 2.202 -2.756
H 3.300 1.513 -4.048
H 5.709 1.469 -3.577
H 6.524 1.145 -1.266
H 4.920 0.856 0.587
H 2.504 0.894 0.137
*
```

LUMO (spin up / spin down) (eV): -5.822 / -5.435
<S²>: 12.6944

Mulliken atomic charge list, values in e, 6 entries: Tb -0.3826; C -1.0702; C 0.8924; N -0.7720; N 0.2418; C 0.2719

***

Record 2
Formula: C41H35F2N5OSiV
Source: the OMol25 dataset
Level of theory: ωB97M-V/def2-TZVPD

```
! wB97M-V def2-TZVPD RIJCOSX def2/J DEFGRID3
* xyz 1 3
V 10.382 10.345 9.456
C 8.106 13.014 6.756
C 7.815 14.086 7.616
C 8.221 13.964 8.954
C 8.677 12.710 9.396
N 9.148 11.760 8.545
C 8.750 11.923 7.268
C 8.856 12.416 10.790
C 7.990 12.725 11.815
C 8.422 12.493 13.136
C 9.675 11.886 13.337
C 10.484 11.548 12.258
N 9.978 11.591 10.989
C 11.976 11.251 12.437
C 12.581 11.301 13.729
C 13.940 11.108 13.814
C 14.659 11.130 12.596
C 13.946 10.908 11.406
N 12.611 10.956 11.292
H 7.762 13.045 5.680
H 7.481 15.026 7.261
H 8.225 14.851 9.632
H 9.053 11.172 6.559
H 7.018 13.116 11.550
H 7.964 12.877 14.023
H 10.044 11.731 14.312
H 11.983 11.538 14.591
H 14.488 11.025 14.789
H 15.761 11.140 12.573
H 14.472 10.709 10.472
F 12.530 5.471 10.603
C 12.584 6.629 9.894
C 11.708 7.671 10.270
C 11.834 8.886 9.625
C 12.926 9.090 8.702
C 13.609 8.007 8.237
F 14.323 8.019 7.064
C 13.587 6.793 8.947
C 13.036 10.405 8.005
C 14.140 10.836 7.245
C 14.197 12.198 6.956
C 13.204 13.013 7.344
C 12.088 12.466 7.996
N 11.901 11.202 8.223
H 10.973 7.544 11.077
H 14.440 6.112 8.940
H 14.988 10.096 7.092
H 14.917 12.621 6.365
H 13.144 14.074 7.193
H 11.391 13.207 8.427
C 9.875 7.908 7.215
Si 8.789 7.654 8.776
C 7.031 7.878 7.943
C 9.189 6.066 9.660
N 8.966 9.044 9.946
C 7.945 9.284 10.904
C 6.775 9.936 10.459
C 5.674 10.255 11.294
C 5.716 9.751 12.584
C 6.740 8.980 13.047
C 7.874 8.778 12.254
O 8.820 7.851 12.687
C 9.321 8.045 14.000
C 8.847 8.974 14.946
C 9.308 8.917 16.262
C 10.039 7.800 16.666
C 10.613 7.001 15.710
C 10.280 7.142 14.373
H 9.744 8.922 6.766
H 9.546 7.198 6.427
H 10.889 7.773 7.492
H 6.966 7.171 7.115
H 6.933 8.794 7.354
H 6.136 7.591 8.518
H 9.190 6.287 10.762
H 10.040 5.526 9.313
H 8.334 5.417 9.395
H 6.757 10.325 9.451
H 4.762 10.706 10.911
H 4.950 10.097 13.259
H 6.637 8.587 14.071
H 8.211 9.752 14.664
H 9.244 9.788 16.898
H 10.181 7.538 17.712
H 11.348 6.234 15.947
H 10.746 6.524 13.613
*
```

LUMO (spin up / spin down) (eV): -3.521 / -3.789
<S²>: 2.0335

Mulliken atomic charge list, values in e, 6 entries: V -1.6468; C -0.9586; C -0.7140; C -0.6634; C -0.4072; N 1.7119

***

Record 3
Formula: C41H36BiCl2N12O6SSe
Source: the OMol25 dataset
Level of theory: ωB97M-V/def2-TZVPD

```
! wB97M-V def2-TZVPD RIJCOSX def2/J DEFGRID3
* xyz -2 2
Bi -0.332 1.260 1.539
N 3.433 -0.021 4.613
C 2.505 0.342 3.629
S 1.033 1.052 4.186
N 2.896 0.112 2.415
N 2.041 0.491 1.406
C 2.541 0.316 0.184
C 3.924 -0.200 -0.020
C 4.204 -1.557 0.121
C 5.482 -2.044 -0.103
C 6.506 -1.179 -0.470
C 6.238 0.175 -0.609
C 4.955 0.658 -0.385
C 1.729 0.590 -0.937
C 2.178 0.444 -2.280
C 1.328 0.680 -3.320
C -0.009 1.060 -3.058
C -0.394 1.180 -1.748
N 0.429 0.979 -0.706
H 3.008 -0.227 5.503
H 4.111 -0.696 4.290
H 3.407 -2.230 0.413
H 5.680 -3.104 0.007
H 7.506 -1.559 -0.646
H 7.029 0.860 -0.893
H 4.741 1.715 -0.493
H 3.202 0.142 -2.459
H 1.680 0.570 -4.340
H -0.722 1.244 -3.850
H -1.407 1.448 -1.482
Cl -2.951 4.666 -1.605
C -1.429 4.990 -0.823
C -0.807 6.221 -1.055
C 0.385 6.521 -0.466
Cl 1.129 8.075 -0.776
C 1.025 5.588 0.382
C 2.260 5.801 1.031
C 2.790 4.823 1.821
C 2.100 3.607 1.966
N 0.953 3.391 1.373
C 0.388 4.349 0.601
C -0.896 4.016 0.022
O -1.458 2.901 0.282
H -1.287 6.938 -1.707
H 2.767 6.747 0.901
H 3.726 4.965 2.343
H 2.487 2.804 2.581
C -0.320 -2.625 -3.107
N -0.280 -2.162 -1.732
C -1.440 -2.696 -1.016
N -1.466 -4.171 -1.049
C -1.469 -4.595 -2.447
N -0.312 -4.099 -3.201
C 0.897 -4.579 -2.521
N 0.974 -4.154 -1.124
C 0.931 -2.678 -1.100
C -0.224 -4.644 -0.433
H 0.548 -2.232 -3.642
H -1.227 -2.248 -3.587
H -2.351 -2.317 -1.485
H -1.402 -2.356 0.018
H -2.381 -4.225 -2.924
H -1.471 -5.689 -2.488
H 1.772 -4.197 -3.052
H 0.910 -5.673 -2.561
H 1.804 -2.293 -1.631
H 0.959 -2.331 -0.067
H -0.196 -4.299 0.603
H -0.216 -5.739 -0.446
O -0.117 -1.545 1.720
N -0.422 -1.879 2.935
C -1.709 -1.795 3.347
C -2.034 -2.107 4.650
C -1.055 -2.523 5.538
C 0.254 -2.606 5.085
C 0.552 -2.267 3.785
H -2.425 -1.501 2.579
H -3.068 -2.017 4.949
H -1.302 -2.759 6.564
H 1.062 -2.903 5.739
H 1.543 -2.242 3.355
O -3.842 -1.317 1.178
C -3.454 -0.396 0.440
O -2.413 0.300 0.526
C -4.326 -0.037 -0.758
C -5.223 -0.964 -1.279
C -5.988 -0.652 -2.390
C -5.849 0.609 -2.948
C -4.975 1.559 -2.441
C -4.204 1.222 -1.341
N -6.664 0.947 -4.124
O -7.433 0.103 -4.553
O -6.536 2.053 -4.617
H -5.305 -1.926 -0.790
H -6.681 -1.357 -2.822
H -4.899 2.530 -2.908
H -3.494 1.928 -0.920
Se -1.233 5.716 4.207
C -1.409 4.009 3.642
N -1.497 2.911 3.267
*
```

LUMO (spin up / spin down) (eV): 3.411 / 3.411
<S²>: 0.7731

Mulliken atomic charge list, values in e, 6 entries: Bi 2.6410; N -0.5283; C 0.1295; S -0.4320; N -1.5006; N 1.9123

***

no.,E_tot (Ha)
1,-6063.01302
2,-3365.40725
3,-6627.15979